# C5H8F2S

C5H8F2S in the gas phase at a distorted geometry (the ωB97M-V functional and the def2-TZVPD basis, OMol25).

Computed properties:
HOMO-LUMO gap: 9.536 eV
HOMO energy: -8.7111 eV
Largest force on an atom: 1.99 eV Å⁻¹
Molar mass: 138.18 g mol⁻¹
LUMO energy: 0.825 eV
E_tot: -21583.612 eV
SMILES string: CS/C(=C\F)CCF

```
16
Properties=species:S:1:pos:R:3:forces:R:3:mulliken_charge:R:1
C 1.0664 1.6977 0.7189 1.085 -0.437 -0.195 -0.72
S 0.1140 1.3528 -0.8284 0.564 -0.116 0.470 -0.08
C 0.0015 -0.4159 -0.6392 1.667 -0.713 0.109 0.15
C 1.1367 -1.1598 -0.4830 -1.311 0.481 -0.248 -0.24
F 2.3608 -0.6080 -0.7035 -0.560 -0.304 0.331 -0.26
C -1.4068 -0.9618 -0.5160 1.520 -0.293 0.734 -0.59
C -2.0173 -0.5132 0.7959 0.917 1.497 -0.725 -0.33
F -1.3870 -0.9157 1.9646 -0.111 -0.921 -0.325 -0.30
H 0.9396 2.7675 0.9901 0.332 -0.714 -0.355 0.33
H 2.1619 1.3519 0.6120 -1.733 0.976 0.058 0.23
H 0.6289 1.0789 1.5048 -0.057 0.163 -0.018 0.24
H 1.2161 -2.2205 -0.1477 -0.240 0.987 -0.512 0.34
H -2.0341 -0.5125 -1.3096 0.223 -0.631 0.245 0.27
H -1.3175 -2.0481 -0.5256 -0.498 -0.130 -0.488 0.37
H -3.0457 -0.7891 0.7296 -0.860 -0.097 0.848 0.33
H -1.8196 0.5594 0.7914 -0.936 0.254 0.071 0.26
```
Positions in Å, forces in eV/Å.